The following is a quantum chemistry calculation of 2 unconnected molecules or ions with the total composition C3H10OS, from OMol25.

Last column: Löwdin charge in e.
Atoms and positions in Å:
C (-2.0697, -0.5209, -2.0755)  -0.18
O (-2.7322, 0.0719, -0.9845)  -0.12
H (-1.0408, -0.7891, -1.8378)  0.06
H (-2.6072, -1.4405, -2.3451)  0.08
H (-2.0827, 0.1103, -2.9723)  0.08
H (-2.5355, 1.0120, -0.9494)  0.07
C (2.3969, -0.1261, 1.2236)  -0.19
C (0.9614, 0.1226, 0.8169)  -0.64
S (-0.1858, 0.3231, 2.2143)  0.68
H (2.4638, -0.8889, 1.9980)  0.06
H (2.8874, 0.7759, 1.5849)  0.07
H (2.9892, -0.5340, 0.4014)  0.07
H (0.8854, 0.9958, 0.1714)  0.06
H (0.5387, -0.6986, 0.2456)  0.05
H (0.1312, 1.5865, 2.5084)  -0.16

Atomic forces in eV per Å
-0.2371 -0.2688 -0.5694
-0.2261 0.0934 0.1861
0.1710 0.0263 0.0277
0.1278 0.2083 0.2172
0.0832 0.0209 0.1296
0.0926 -0.0993 0.0086
0.3330 -0.5083 -0.0045
-0.1482 0.2266 -0.0434
-0.0677 0.0096 -0.0590
-0.1401 0.0928 0.1943
-0.0545 0.0405 0.0509
-0.0503 0.2490 -0.2187
-0.0362 0.0527 0.0026
0.0720 -0.2310 0.0079
0.0805 0.0874 0.0702

E_HOMO   -9.0 eV
Gap between HOMO and LUMO   9.819 eV
Spin multiplicity   1
Structure (SMILES)   CCS.CO

The following is a quantum chemistry calculation of a molecular structure, C54H45N7O4RhTe, from OMol25.

Last column: Löwdin charge in e.
Atoms and positions in Å:
Rh (-0.1093, -0.0246, 0.2371)  1.23
C (-3.3268, -2.5515, 0.8048)  -0.04
C (-2.1791, -3.3971, 0.3300)  -0.20
C (-2.1238, -4.7249, 0.7468)  -0.06
C (-1.1835, -5.5938, 0.2276)  -0.09
C (-0.3288, -5.1427, -0.7668)  -0.08
C (-0.3523, -3.8233, -1.2010)  -0.20
C (0.5174, -3.4125, -2.3513)  -0.03
C (-1.2330, -2.9190, -0.5819)  -0.17
N (-1.1667, -1.5254, -0.8816)  0.02
C (-1.5355, -1.1279, -2.1084)  -0.49
O (-2.0974, -1.7835, -2.9845)  0.03
C (-1.1747, 0.3166, -2.3970)  -0.16
C (-1.4615, 0.9770, -3.5776)  0.02
C (-1.0589, 2.3009, -3.7073)  -0.03
C (-0.3867, 2.9353, -2.6689)  0.01
C (-0.1300, 2.2157, -1.5176)  -0.17
N (-0.5306, 0.9514, -1.4258)  -0.01
C (0.6496, 2.7473, -0.3289)  -0.52
O (1.0044, 3.9258, -0.3327)  0.03
N (0.8669, 1.8147, 0.6105)  0.02
C (1.9203, 1.9775, 1.5510)  -0.17
C (1.6621, 1.8826, 2.9218)  -0.20
C (0.2585, 1.9036, 3.4566)  -0.04
C (2.7251, 1.8230, 3.8167)  -0.06
C (4.0322, 1.8965, 3.3731)  -0.09
C (4.2792, 2.0615, 2.0194)  -0.06
C (3.2445, 2.1105, 1.0938)  -0.19
C (3.5686, 2.3285, -0.3563)  -0.03
H (-3.2699, -2.3795, 1.8803)  0.07
H (-4.2679, -3.0690, 0.6041)  0.09
H (-3.3449, -1.5922, 0.2913)  0.06
H (-2.8492, -5.0763, 1.4732)  0.11
H (-1.1384, -6.6218, 0.5652)  0.10
H (0.3693, -5.8291, -1.2327)  0.11
H (1.2221, -4.2009, -2.6124)  0.08
H (1.0788, -2.5162, -2.1139)  0.04
H (-0.0977, -3.1899, -3.2256)  0.08
H (-1.9778, 0.4296, -4.3535)  0.12
H (-1.2697, 2.8420, -4.6208)  0.11
H (-0.0515, 3.9618, -2.7148)  0.12
H (-0.0064, 2.9197, 3.7657)  0.09
H (0.1562, 1.2476, 4.3236)  0.09
H (-0.4513, 1.5984, 2.6948)  0.03
H (2.5135, 1.7114, 4.8745)  0.11
H (4.8536, 1.8322, 4.0760)  0.10
H (5.2997, 2.1418, 1.6626)  0.10
H (4.6337, 2.1831, -0.5336)  0.08
H (3.3010, 3.3434, -0.6562)  0.08
H (3.0218, 1.6420, -0.9995)  0.05
C (-2.1689, -2.5286, 6.5987)  -0.06
C (-1.4605, -2.0610, 5.3532)  -0.26
C (-0.1113, -2.3410, 5.1290)  0.03
C (0.5397, -1.9688, 3.9734)  -0.06
C (2.0037, -2.2692, 3.8950)  -0.30
O (2.6721, -2.2154, 4.9129)  0.09
C (2.6346, -2.6977, 2.6156)  -0.16
C (3.9375, -2.2892, 2.3525)  -0.02
C (4.5802, -2.7193, 1.2028)  -0.07
C (3.9386, -3.5931, 0.3348)  -0.09
C (2.6405, -4.0081, 0.6030)  -0.07
C (1.9785, -3.5444, 1.7283)  -0.02
C (-0.1454, -1.2478, 2.9493)  -0.29
O (0.5075, -0.9452, 1.8924)  -0.15
C (-1.4880, -0.8438, 3.2240)  -0.10
C (-2.1066, -1.3025, 4.4044)  0.01
C (-2.2299, 0.0861, 2.3797)  -0.21
N (-1.8588, 0.5092, 1.2140)  -0.01
C (-2.7078, 1.4985, 0.5238)  -0.27
C (-2.3853, 2.9277, 0.9375)  -0.47
Te (-3.3662, 4.3469, -0.3263)  1.28
C (-5.2999, 3.6148, 0.1231)  -0.57
C (-6.0186, 4.1303, 1.1978)  -0.15
C (-7.2766, 3.6299, 1.5067)  -0.10
C (-7.8235, 2.6050, 0.7491)  -0.10
C (-7.1112, 2.0819, -0.3213)  -0.09
C (-5.8578, 2.5887, -0.6370)  -0.15
C (-3.4791, 0.6524, 3.0068)  -0.20
C (-3.3345, 1.6062, 4.0093)  -0.03
C (-4.4511, 2.1565, 4.6214)  -0.06
C (-5.7221, 1.7502, 4.2424)  -0.09
C (-5.8711, 0.7925, 3.2498)  -0.07
C (-4.7557, 0.2451, 2.6334)  -0.03
H (-1.5441, -3.2216, 7.1617)  0.07
H (-3.1020, -3.0409, 6.3565)  0.07
H (-2.4150, -1.6930, 7.2584)  0.08
H (0.4666, -2.8728, 5.8765)  0.13
H (4.4265, -1.6202, 3.0487)  0.11
H (5.5831, -2.3756, 0.9823)  0.10
H (4.4365, -3.9342, -0.5643)  0.09
H (2.1338, -4.6764, -0.0807)  0.08
H (0.9515, -3.8410, 1.9134)  0.12
H (-3.1424, -1.0431, 4.5847)  0.12
H (-3.7588, 1.2966, 0.7153)  0.09
H (-2.5645, 1.3778, -0.5440)  0.08
H (-1.3224, 3.1465, 0.8584)  0.03
H (-2.6974, 3.1226, 1.9605)  0.04
H (-5.5905, 4.9230, 1.7984)  0.09
H (-7.8264, 4.0395, 2.3451)  0.10
H (-8.8029, 2.2121, 0.9926)  0.10
H (-7.5305, 1.2791, -0.9147)  0.10
H (-5.3069, 2.1792, -1.4749)  0.09
H (-2.3387, 1.9063, 4.3149)  0.11
H (-4.3248, 2.8996, 5.3984)  0.10
H (-6.5950, 2.1815, 4.7161)  0.10
H (-6.8598, 0.4750, 2.9448)  0.10
H (-4.8782, -0.4985, 1.8575)  0.11
N (4.3335, -2.9876, -3.1801)  0.08
C (3.9125, -2.0391, -2.6620)  -0.43
N (3.5133, -0.9064, -2.1277)  0.08
C (2.5026, -0.7813, -1.3575)  -0.33
N (1.6138, -0.5581, -0.6425)  0.09

Atomic forces in eV per Å
-0.1824 0.3765 -0.5779
0.0096 0.0674 0.0357
-0.0022 -0.0045 -0.0079
-0.0029 0.0030 0.0081
0.0243 0.0063 -0.0124
-0.1061 -0.0067 -0.0337
0.0066 -0.0195 -0.0260
0.0219 0.0159 0.0314
-0.1210 -0.0548 0.0130
0.2331 0.0997 0.2693
0.0552 -0.0276 0.0217
-0.0529 0.0395 -0.0044
-0.0718 -0.0671 0.0276
0.0321 0.0069 -0.0027
-0.0098 -0.0137 0.0237
-0.0277 -0.0083 0.0216
0.0532 0.0085 0.0444
0.0552 -0.0789 0.1360
0.0364 -0.0419 0.0161
0.0042 -0.0050 -0.0417
-0.2757 -0.1861 0.1094
0.0578 -0.0723 -0.0210
0.0022 -0.0123 0.0322
0.0576 0.0387 -0.0249
-0.0376 0.0164 0.0060
0.0169 -0.0010 -0.0165
0.0107 0.0292 0.0448
-0.0300 0.0411 -0.0258
0.0650 -0.0062 0.0242
-0.0155 0.0381 0.0423
0.0013 0.0110 -0.0127
-0.0004 0.0134 0.0100
0.0001 0.0021 -0.0003
0.0019 -0.0034 -0.0011
-0.0056 -0.0069 -0.0047
0.0312 0.0072 0.0209
0.0408 0.0577 -0.0163
-0.0077 -0.0246 0.0250
-0.0067 0.0338 -0.0187
-0.0010 -0.0043 -0.0029
-0.0045 0.0031 -0.0349
0.0043 0.0257 0.0090
0.0097 0.0204 -0.0067
0.1252 0.1035 0.0867
-0.0005 0.0003 -0.0032
-0.0023 -0.0055 -0.0020
-0.0009 -0.0037 -0.0086
-0.0027 -0.0508 -0.0001
-0.0069 -0.0144 0.0114
-0.0188 0.0047 -0.0381
0.0027 0.0153 -0.0131
-0.0550 0.0091 -0.0078
0.0675 -0.0082 -0.0573
-0.0666 -0.0330 0.0738
0.0383 -0.0846 0.0790
-0.0326 0.0715 -0.0700
0.0017 0.0374 -0.0239
0.0073 -0.0048 -0.0076
0.0064 -0.0009 0.0151
-0.0008 -0.0162 -0.0303
0.0367 0.0080 -0.0455
-0.0270 0.0391 0.0018
-0.0797 0.0417 -0.0395
0.2174 -0.1247 0.0687
-0.0714 -0.0743 -0.0712
0.0223 -0.0145 0.0100
-0.0755 -0.1255 0.0174
-0.0006 0.0229 -0.1136
-0.0463 -0.0079 0.0404
0.0312 -0.0437 -0.0326
-0.0167 -0.0034 0.0174
0.0043 -0.0210 -0.0023
0.0055 0.0082 0.0203
0.0014 -0.0003 -0.0017
-0.0004 -0.0048 -0.0135
-0.0175 0.0055 0.0067
0.0056 -0.0047 -0.0001
-0.0101 0.0193 -0.0503
0.0241 0.0036 0.0123
0.0049 -0.0030 -0.0047
-0.0095 -0.0021 -0.0075
-0.0016 -0.0029 0.0044
0.0375 -0.0110 0.0349
-0.0038 -0.0052 0.0042
0.0008 -0.0066 0.0103
-0.0001 -0.0048 0.0064
-0.0007 -0.0027 0.0150
-0.0014 0.0046 0.0062
-0.0015 0.0029 -0.0107
-0.0045 0.0300 -0.0061
0.0415 0.0379 0.0367
-0.0186 0.0038 -0.0004
-0.0022 0.0072 -0.0045
0.0003 0.0162 -0.0090
-0.0099 -0.0038 0.0020
-0.0501 0.0262 0.0317
-0.0047 0.0176 0.0257
-0.0019 0.0036 -0.0053
0.0032 -0.0005 0.0005
-0.0017 0.0015 -0.0005
0.0010 -0.0006 -0.0026
0.0010 0.0055 0.0009
-0.0248 0.0047 -0.0041
0.0004 0.0027 -0.0022
0.0010 -0.0066 0.0037
0.0021 -0.0016 -0.0021
0.0084 -0.0455 -0.0355
0.0180 0.0051 0.0236
-0.1054 -0.1382 -0.0020
0.2124 0.2589 -0.0698
-0.0947 -0.1891 0.1585
0.0700 -0.0639 -0.1062

E_HOMO   -5.6 eV
Gap between HOMO and LUMO   7.336 eV
Spin multiplicity   1
Net charge   -1

The following is a quantum chemistry calculation of 7 unconnected molecules or ions with the total composition CH14O7, from OMol25.

Last column: Löwdin charge in e.
Atoms and positions in Å:
O (-0.4353, 1.9265, -1.3572)  -0.03
C (-1.5556, 2.3639, -1.3046)  -0.12
H (-1.9733, 2.8542, -0.4100)  0.10
H (-2.2623, 2.2293, -2.1224)  0.08
H (0.8700, -0.2203, 1.9144)  0.00
H (1.4194, -1.0732, 3.1810)  0.06
O (0.7805, -1.0160, 2.4701)  -0.07
H (1.9091, -0.5146, -1.8038)  0.02
H (0.7435, 0.3939, -1.7444)  -0.02
O (1.2147, -0.1626, -2.3855)  -0.07
H (-0.7778, -1.9968, 1.8383)  0.00
H (-2.0425, -1.4170, 2.3719)  0.04
O (-1.6920, -1.8253, 1.5656)  -0.07
H (2.5142, -2.5186, -0.5041)  0.04
H (2.1411, -1.5110, 0.6047)  0.00
O (2.8786, -2.0072, 0.2243)  -0.06
H (-3.1407, -0.2475, -1.5864)  0.06
H (-2.2233, -0.3939, -0.3214)  0.03
O (-2.8174, 0.2028, -0.7947)  -0.06
H (0.5074, 1.6842, 0.5043)  0.04
H (1.6850, 1.8567, 1.4372)  0.07
O (1.2855, 1.2111, 0.8429)  -0.04

Atomic forces in eV per Å
0.1022 0.4598 0.4009
-0.3194 -0.5429 0.1272
0.1917 0.1129 0.0230
-0.0292 0.2300 -0.3833
0.4136 0.1871 0.4288
0.2568 0.3924 -0.1777
-0.4909 -0.5510 -0.2350
0.0245 -0.0293 -0.4923
-0.1352 0.1234 -0.6191
0.2858 -0.1697 1.0235
0.0748 0.1150 -0.1808
-0.0966 -0.0926 -0.3768
-0.1452 0.1312 0.3191
-0.1091 -0.0243 0.0760
0.0240 -0.2436 -0.0056
0.0339 0.2092 -0.0694
0.2657 -0.1239 0.3564
-0.1390 -0.3161 -0.0296
-0.2587 0.1832 -0.0652
0.1197 -0.2323 -0.4410
0.2251 -0.1063 -0.0261
-0.2945 0.2877 0.3472

E_HOMO   -10.7 eV
Gap between HOMO and LUMO   10.887 eV
Spin multiplicity   1
Structure (SMILES)   C=O.O.O.O.O.O.O

Question: Which of these has the lowest E_HOMO?
Answer: CH14O7